1.
Below is an isolated molecule of C7H10O2 in a non-equilibrium geometry, with properties calculated with ωB97M-V/def2-TZVPD.

Energy above the lowest of the compared OMol25 structures with the same formula, charge and spin in kcal per mole: 26.0
HOMO level in Ha: -0.363
Lowest unoccupied orbital energy in eV: 0.1
SMILES string: C=CC(=O)C(C)(C)C=O
Gap between HOMO and LUMO in eV: 9.98

The geometry in ORCA input format:
```
! RIJCOSX wB97M-V def2-TZVPD def2/J DEFGRID3
* xyz 0 1
C -0.66202 -0.18169 -0.09927
C -1.69333 -0.64113 0.93708
C -1.35825 0.49492 -1.28479
C 0.31801 0.80106 0.52143
C 0.13670 -1.38800 -0.59658
C 1.73514 0.69347 -0.06528
C 2.78804 0.64873 0.75910
O 0.08535 1.52920 1.47050
O 0.48291 -2.32385 0.12696
H 0.33780 -1.41513 -1.68243
H 1.84645 0.79922 -1.13718
H -2.34544 -1.41604 0.51926
H -1.94678 -0.23241 -1.85513
H -1.20228 -1.06398 1.82075
H -2.31719 0.19336 1.27617
H -2.02867 1.29377 -0.94949
H -0.63566 0.94375 -1.97531
H 3.80114 0.74661 0.38350
H 2.65807 0.51814 1.83073
*
```


2.
Below is a structure of composition C61H60GeIN6O2P2S3Zr in a non-equilibrium geometry, with properties calculated with ωB97M-V/def2-TZVPD.

Energy above the lowest of the compared OMol25 structures with the same formula, charge and spin in kcal per mole: 44.6
HOMO level in Ha: -0.121
Lowest unoccupied orbital energy in eV: 1.6
Gap between HOMO and LUMO in eV: 4.92

The geometry in ORCA input format:
```
! RIJCOSX wB97M-V def2-TZVPD def2/J DEFGRID3
* xyz -1 1
Zr 0.65529 0.20873 -0.32457
O 3.98802 1.79444 -2.40821
C 3.27258 1.34569 -1.52742
N 1.94781 1.52764 -1.34181
C 1.13873 2.30115 -2.19864
C 1.51427 2.81735 -3.44156
C 0.58547 3.46388 -4.23634
C -0.72655 3.61205 -3.81046
C -1.09848 3.15705 -2.55938
C -0.17637 2.51820 -1.73986
N -0.55240 2.06441 -0.44320
C -0.98399 3.07878 0.35517
O -0.76881 4.27207 0.14627
C -1.92105 2.77697 1.51076
C -2.88436 3.75012 1.77155
C -3.76121 3.56939 2.82369
C -3.61340 2.44408 3.61990
C -2.62754 1.53589 3.28436
N -1.82207 1.67267 2.23287
C 3.87707 0.49121 -0.44213
C 5.25387 0.32992 -0.40000
C 5.80918 -0.42007 0.61643
C 4.96242 -0.97907 1.56435
C 3.60303 -0.77466 1.43913
N 3.05475 -0.06208 0.45454
H 2.52747 2.68140 -3.78026
H 0.88986 3.83894 -5.20533
H -1.46078 4.08436 -4.45107
H -2.11390 3.28158 -2.20604
H -2.90907 4.62907 1.14378
H -4.53240 4.30008 3.03181
H -4.24920 2.27099 4.47753
H -2.46216 0.64732 3.88430
H 5.84422 0.81715 -1.16210
H 6.87987 -0.56119 0.68419
H 5.34672 -1.55017 2.39760
H 2.92365 -1.18552 2.17692
I 1.46791 1.58232 2.52728
C 1.56664 0.34235 4.27851
C 2.07615 1.05302 5.33875
C 2.45838 0.42524 6.52759
C 2.33809 -0.92939 6.62328
C 1.75852 -1.68222 5.57869
C 1.63316 -3.07425 5.76098
C 1.08415 -3.85751 4.78716
C 0.60998 -3.25877 3.61886
C 0.66030 -1.89682 3.39630
P 0.01128 -1.42475 1.70481
C 0.26279 -2.77468 0.57785
C -0.61927 -3.87252 0.50652
C -0.37327 -4.97191 -0.26808
C 0.88721 -5.07852 -0.94603
C 1.79876 -4.09638 -0.89909
C 1.54735 -2.75372 -0.25350
C -1.80295 -1.57647 2.00013
C -2.37259 -2.39464 2.97184
C -3.75063 -2.55739 3.03406
C -4.57555 -1.90320 2.13498
C -4.02469 -1.04831 1.19129
C -2.65154 -0.88357 1.13677
C 1.31709 -1.05762 4.35730
H 2.23112 2.11677 5.22838
H 2.87451 1.00936 7.33764
H 2.69497 -1.46267 7.49583
H 1.98141 -3.50722 6.69082
H 0.99892 -4.92859 4.91705
H 0.15948 -3.87784 2.85235
H -1.53936 -3.83519 1.07948
H -1.09328 -5.77713 -0.33606
H 1.11222 -5.99655 -1.48045
H 2.77628 -4.21475 -1.35510
H 2.40629 -2.55545 0.40620
H -1.74644 -2.90784 3.69045
H -4.17893 -3.20918 3.78655
H -5.64838 -2.04599 2.17544
H -4.65720 -0.52081 0.48744
H -2.23613 -0.19281 0.42495
C 2.17735 5.16781 3.74543
N 3.46857 4.87456 3.13670
C 4.40993 4.28547 4.07410
C 3.54009 4.51172 1.80805
S 4.50583 3.24970 1.27324
N 2.84161 5.29338 0.95469
C 2.54478 4.89369 -0.41342
C 2.43798 6.64412 1.29297
H 1.89294 4.35535 4.41873
H 1.39364 5.24415 2.99720
H 2.22927 6.09741 4.31842
H 4.42892 4.90340 4.97481
H 5.39708 4.25575 3.62499
H 4.12890 3.26041 4.33987
H 2.95577 3.90963 -0.59935
H 3.00449 5.59408 -1.11618
H 1.46383 4.87780 -0.56707
H 3.04019 7.01481 2.12065
H 1.37732 6.71653 1.54897
H 2.60546 7.27516 0.41835
C -0.45203 -3.36516 -3.63455
Ge 0.99210 -2.08052 -3.17895
C 2.54789 -2.94823 -4.10709
C 0.98174 -0.40792 -4.24599
C 1.55765 -1.61001 -1.31635
H -0.28606 -3.72862 -4.65129
H -1.42537 -2.89999 -3.58168
H -0.43579 -4.21093 -2.94893
H 2.35549 -2.97899 -5.18255
H 2.71009 -3.97160 -3.76488
H 3.46904 -2.38071 -3.95159
H 0.83158 -0.62859 -5.30520
H 1.96689 0.05431 -4.13703
H 0.22701 0.31094 -3.94369
H 2.61199 -1.38857 -1.54615
S -4.59778 0.83043 -2.22161
P -3.40213 -0.66173 -2.68227
S -1.49201 -0.54759 -2.05449
C -3.39768 -0.85775 -4.51092
C -3.58405 -2.08162 -5.14501
C -3.60174 -2.15338 -6.53058
C -3.44853 -1.00334 -7.28943
C -3.26941 0.22030 -6.65908
C -3.23529 0.29295 -5.27653
C -4.13145 -2.24014 -2.10202
C -5.43482 -2.54497 -2.48907
C -6.02904 -3.72071 -2.06414
C -5.33174 -4.58610 -1.22829
C -4.04044 -4.27540 -0.83270
C -3.43918 -3.10208 -1.26741
H -3.71615 -2.98512 -4.56663
H -3.74005 -3.11100 -7.01725
H -3.46249 -1.05927 -8.37106
H -3.16574 1.12154 -7.25071
H -3.09294 1.24248 -4.77431
H -5.97698 -1.84842 -3.11782
H -7.03862 -3.95824 -2.37697
H -5.79723 -5.50722 -0.89823
H -3.49560 -4.95073 -0.18498
H -2.42837 -2.85748 -0.96767
*
```


3.
Below is a cluster of 7 separate species, C6H20IN6O16PS in total, with properties calculated with ωB97M-V/def2-TZVPD.

HOMO level in Ha: -0.360
Lowest unoccupied orbital energy in eV: -0.5
Gap between HOMO and LUMO in eV: 9.30

The geometry in ORCA input format:
```
! RIJCOSX wB97M-V def2-TZVPD def2/J DEFGRID3
* xyz 0 1
O -3.31440 1.33167 0.60766
S -3.43348 2.01557 -0.65196
O -4.98125 2.49168 -0.75839
O -3.53178 0.87351 -1.86832
P -4.21795 -0.62421 -1.54876
O -3.21153 -1.51710 -2.45131
I -6.10011 -0.48412 -3.12970
H -5.42360 2.14590 -1.54872
H -2.36109 -1.55317 -1.97131
C -1.06659 0.63476 -4.43307
N 0.29794 0.96429 -3.94684
O 0.90079 1.86691 -4.48906
O 0.72003 0.30482 -3.01712
H -1.31598 1.31917 -5.23476
H -1.05081 -0.39786 -4.76949
H -1.74086 0.73723 -3.58764
C 3.19582 1.81491 -1.91754
N 4.13194 2.82653 -1.35741
O 5.32560 2.62571 -1.45247
O 3.63278 3.79386 -0.81656
H 3.78142 1.02991 -2.37918
H 2.59224 1.44458 -1.09419
H 2.56303 2.32237 -2.63803
C 4.28782 3.01573 2.14097
N 3.53444 2.09248 3.03098
O 3.59966 0.90206 2.81488
O 2.88359 2.60220 3.92446
H 4.81906 2.42319 1.40619
H 3.56254 3.67899 1.67943
H 4.96937 3.58260 2.76837
C -2.55675 -3.17025 1.54216
N -1.73753 -3.22552 0.30071
O -1.29745 -4.29206 -0.04907
O -1.55503 -2.16844 -0.28155
H -2.61417 -4.17297 1.94841
H -2.05902 -2.47973 2.21674
H -3.52773 -2.77044 1.26185
C -0.30496 3.22976 3.55191
N -0.55230 3.77274 2.18774
O 0.28248 3.56400 1.33008
O -1.58572 4.38640 2.02366
H 0.65182 2.72437 3.55084
H -0.31504 4.07031 4.23932
H -1.12948 2.55812 3.77320
C 1.12829 -6.35556 0.82541
N 0.28116 -6.95878 1.89230
O 0.45770 -8.12459 2.16943
O -0.53661 -6.22941 2.41815
H 1.81560 -7.10993 0.46331
H 0.45853 -5.99811 0.04952
H 1.64760 -5.51407 1.27477
*
```


4.
Below is a cluster of 2 separate species, C4H14N in total in a non-equilibrium geometry, with properties calculated with ωB97M-V/def2-TZVPD.

Energy above the lowest of the compared OMol25 structures with the same formula, charge and spin in kcal per mole: 17.7
HOMO level in Ha: -0.537
Lowest unoccupied orbital energy in eV: -3.7
Gap between HOMO and LUMO in eV: 10.90

The geometry in ORCA input format:
```
! RIJCOSX wB97M-V def2-TZVPD def2/J DEFGRID3
* xyz 1 1
C -2.40277 -0.62384 0.10906
C -1.80334 -2.01321 0.33619
H -1.85859 0.07365 0.74593
H -3.44342 -0.63177 0.43084
H -2.40177 -0.34023 -0.94284
H -0.85999 -2.21744 -0.17841
H -1.55241 -2.19250 1.38438
H -2.40900 -2.83344 -0.05805
C 0.81452 1.28413 -1.17091
N 1.99942 1.18637 -0.31666
C 1.87123 0.42032 0.95810
H 0.98746 1.97004 -2.00555
H 0.54214 0.34459 -1.63634
H 0.00379 1.78805 -0.64632
H 2.27662 2.13029 -0.03351
H 2.79453 0.83369 -0.85189
H 1.09572 0.92777 1.53561
H 2.80537 0.50058 1.50345
H 1.54047 -0.60703 0.83692
*
```